# 1
Molecular formula: C38H32GaN5OS3Si
Method: DFT, wB97M-V/def2-TZVPD

Last column: Mulliken charge in e.
CARTESIAN COORDINATES (ANGSTROEM)
Ga: 0.131 -0.315 0.192  0.075
C: -2.636 -5.456 0.702  -0.605
C: -1.304 -5.136 0.482  -0.941
C: -0.831 -3.856 0.736  -0.418
C: -1.685 -2.865 1.221  -0.239
C: -3.028 -3.196 1.433  0.066
C: -3.495 -4.475 1.180  -0.880
N: -1.243 -1.539 1.407  0.477
C: -1.489 -0.899 2.533  0.732
C: -1.892 -1.499 3.775  -0.953
C: -2.092 -0.734 4.877  -0.675
C: -1.935 0.688 4.862  -0.758
C: -1.557 1.305 3.718  -0.971
C: -1.311 0.532 2.552  0.742
N: -1.003 1.047 1.348  2.678
N: -1.086 2.293 1.136  -1.865
C: -1.037 2.618 -0.227  -0.250
C: -1.133 3.961 -0.580  -0.588
C: -1.198 4.284 -1.921  -0.377
C: -1.157 3.267 -2.868  -0.971
C: -1.040 1.963 -2.419  -0.267
N: -0.992 1.642 -1.130  0.078
H: -2.998 -6.459 0.512  0.421
H: -0.621 -5.891 0.112  0.438
H: 0.216 -3.629 0.590  0.303
H: -3.709 -2.426 1.775  0.519
H: -4.540 -4.704 1.349  0.398
H: -1.989 -2.574 3.824  0.508
H: -2.364 -1.217 5.808  0.421
H: -2.094 1.256 5.768  0.412
H: -1.412 2.376 3.666  0.447
H: -1.159 4.710 0.201  0.544
H: -1.279 5.318 -2.230  0.409
H: -1.204 3.479 -3.928  0.432
H: -0.986 1.134 -3.118  0.452
C: 6.263 -0.552 0.352  -0.510
C: 5.532 -1.582 -0.226  -0.597
C: 4.270 -1.331 -0.740  -0.293
C: 3.704 -0.054 -0.692  0.757
C: 4.463 0.970 -0.120  -0.472
C: 5.729 0.726 0.398  -0.673
Si: 1.973 0.255 -1.358  0.910
C: 2.018 1.994 -2.081  0.041
C: 1.978 3.127 -1.262  0.747
C: 2.092 4.405 -1.792  -1.248
C: 2.232 4.579 -3.162  -0.525
C: 2.257 3.470 -3.997  -0.791
C: 2.150 2.194 -3.459  -0.510
H: 7.244 -0.747 0.767  0.365
H: 5.943 -2.583 -0.266  0.392
H: 3.711 -2.151 -1.181  0.270
H: 4.076 1.982 -0.096  0.305
H: 6.292 1.535 0.849  0.391
H: 1.826 -0.656 -2.533  -0.489
H: 1.849 3.011 -0.189  0.398
H: 2.065 5.266 -1.134  0.438
H: 2.322 5.576 -3.577  0.400
H: 2.360 3.600 -5.067  0.416
H: 2.184 1.335 -4.123  0.383
S: -1.513 -3.411 -2.967  -0.302
C: -0.466 -2.372 -2.098  -0.149
N: -1.027 -1.454 -1.382  1.286
C: -2.420 -1.542 -1.463  -0.819
C: -3.344 -0.746 -0.784  -0.207
C: -4.687 -0.993 -0.966  -0.854
C: -5.128 -2.023 -1.810  -0.640
C: -4.228 -2.824 -2.479  -0.486
C: -2.870 -2.574 -2.291  0.716
H: 0.609 -2.483 -2.171  0.132
H: -2.995 0.036 -0.125  0.255
H: -5.415 -0.385 -0.446  0.455
H: -6.189 -2.195 -1.934  0.406
H: -4.565 -3.629 -3.120  0.451
C: 1.901 1.999 2.769  -1.349
O: 1.662 0.775 2.073  0.318
C: 2.316 -0.363 2.460  0.862
S: 3.418 -0.376 3.677  -0.305
S: 1.714 -1.727 1.620  -0.707
H: 1.166 2.699 2.373  0.280
H: 2.915 2.350 2.583  0.333
H: 1.765 1.863 3.839  0.423

## Properties
Spin multiplicity   1
Calculated total energy   -142183.6099 eV
Energy above the lowest of the compared OMol25 structures with the same formula, charge and spin   132.70 kJ/mol



# 2
Molecular formula: C38H32MnN10O2S
Method: DFT, wB97M-V/def2-TZVPD

Last column: Löwdin spin population.
CARTESIAN COORDINATES (ANGSTROEM)
Mn: -0.323 -0.778 -0.011  3.780
C: -1.250 -1.713 3.634  -0.001
C: 0.254 -1.700 3.655  -0.002
C: 0.922 -2.499 4.573  0.001
C: 2.306 -2.499 4.647  -0.003
C: 3.026 -1.671 3.807  0.001
C: 2.389 -0.855 2.875  -0.003
C: 3.208 0.069 2.023  0.000
C: 1.000 -0.891 2.783  0.005
N: 0.290 -0.107 1.813  -0.018
C: -0.452 0.899 2.345  0.006
O: -0.230 1.561 3.348  0.012
C: -1.762 1.085 1.609  0.008
C: -2.763 1.975 1.945  -0.001
C: -3.955 1.913 1.232  0.009
C: -4.117 0.995 0.203  -0.001
C: -3.056 0.160 -0.095  0.008
N: -1.948 0.209 0.630  -0.021
C: -2.999 -0.827 -1.239  0.005
O: -4.012 -1.045 -1.899  0.012
N: -1.764 -1.336 -1.382  -0.010
C: -1.614 -2.472 -2.232  0.004
C: -0.857 -2.367 -3.401  -0.001
C: -0.381 -1.030 -3.897  0.000
C: -0.580 -3.518 -4.130  0.000
C: -1.063 -4.749 -3.725  0.000
C: -1.873 -4.829 -2.605  0.000
C: -2.175 -3.700 -1.853  0.000
C: -3.110 -3.817 -0.681  0.000
H: -1.625 -2.561 4.206  0.000
H: -1.634 -1.796 2.619  0.000
H: -1.656 -0.801 4.084  0.000
H: 0.343 -3.136 5.231  0.000
H: 2.816 -3.133 5.362  0.000
H: 4.108 -1.642 3.869  0.000
H: 4.219 0.158 2.422  0.000
H: 2.762 1.064 2.006  0.000
H: 3.277 -0.291 0.997  0.001
H: -2.593 2.679 2.747  0.000
H: -4.762 2.593 1.476  0.000
H: -5.020 0.923 -0.387  0.000
H: 0.411 -0.626 -3.264  0.000
H: -1.202 -0.312 -3.909  0.000
H: 0.001 -1.119 -4.914  0.000
H: 0.026 -3.438 -5.026  0.000
H: -0.810 -5.647 -4.274  0.000
H: -2.258 -5.790 -2.287  0.000
H: -3.178 -4.855 -0.354  0.000
H: -4.107 -3.471 -0.965  0.000
H: -2.777 -3.213 0.162  0.000
S: 1.715 -1.282 -0.950  0.013
C: 2.251 0.373 -1.191  0.000
N: 3.483 0.604 -1.444  0.020
N: 3.933 1.868 -1.664  0.008
C: 3.822 3.005 -0.858  0.001
C: 3.138 3.060 0.352  0.001
C: 3.148 4.226 1.104  0.000
C: 3.821 5.358 0.670  0.001
C: 4.507 5.303 -0.538  0.000
C: 4.511 4.143 -1.290  0.001
N: 1.335 1.454 -1.220  0.015
N: 0.144 1.123 -1.147  0.039
C: -0.732 2.256 -1.281  0.005
C: -1.843 2.130 -2.101  -0.001
C: -2.686 3.217 -2.282  0.000
C: -2.429 4.416 -1.633  -0.001
C: -1.317 4.530 -0.806  0.001
C: -0.464 3.455 -0.632  0.000
H: 4.814 1.822 -2.149  0.000
H: 2.603 2.197 0.720  0.000
H: 2.617 4.236 2.048  0.000
H: 3.817 6.263 1.261  0.000
H: 5.043 6.171 -0.901  0.000
H: 5.046 4.110 -2.233  0.000
H: -2.031 1.192 -2.606  0.000
H: -3.547 3.116 -2.930  0.000
H: -3.092 5.260 -1.770  0.000
H: -1.109 5.462 -0.296  0.000
H: 0.412 3.534 0.002  0.000
N: -0.374 -2.700 0.726  0.056
C: -0.185 -3.854 0.777  0.028
N: -0.031 -5.097 1.005  0.016
C: 0.065 -6.045 0.097  0.002
N: 0.160 -6.957 -0.611  0.005

## Properties
Spin multiplicity   5
Calculated total energy   -101080.2658 eV
Total charge   -1



# 3
Molecular formula: C38H33Br2N2O6
Method: DFT, wB97M-V/def2-TZVPD

Last column: Mulliken charge in e.
CARTESIAN COORDINATES (ANGSTROEM)
C: 10.159 -4.901 2.933  -1.376
C: 8.749 -4.753 2.460  0.468
Br: 7.456 -4.485 3.809  -0.165
C: 8.337 -4.801 1.193  -0.345
Br: 9.711 -5.097 -0.150  -0.164
N: 7.004 -4.706 0.792  0.689
C: 6.521 -6.083 0.458  -0.771
C: 5.313 -6.105 -0.443  -1.166
C: 4.093 -5.486 0.239  -0.124
C: 3.284 -6.501 1.040  -0.730
C: 2.161 -5.801 1.791  -0.856
N: 1.615 -4.718 0.963  -0.403
C: 6.847 -3.731 -0.323  -1.091
C: 5.491 -2.977 -0.297  0.478
O: 4.778 -3.104 -1.322  -0.745
O: 5.275 -2.295 0.743  -0.690
H: 10.740 -4.030 2.643  0.320
H: 10.198 -4.983 4.012  0.376
H: 10.610 -5.798 2.522  0.380
H: 6.212 -6.527 1.407  0.225
H: 7.335 -6.707 0.089  0.461
H: 5.088 -7.157 -0.634  0.450
H: 5.489 -5.657 -1.415  0.370
H: 4.396 -4.668 0.885  0.180
H: 3.470 -5.088 -0.553  0.480
H: 2.876 -7.276 0.390  0.351
H: 3.930 -6.970 1.782  0.263
H: 1.393 -6.505 2.117  0.414
H: 2.598 -5.344 2.678  0.348
H: 0.729 -4.408 1.345  0.259
H: 1.388 -5.102 0.051  0.154
H: 7.607 -2.967 -0.179  0.645
H: 7.027 -4.179 -1.297  0.454
C: -1.981 3.238 -2.456  -0.647
C: -2.896 2.565 -1.653  -0.334
C: -2.464 1.565 -0.799  -0.648
C: -1.117 1.226 -0.748  0.219
C: -0.204 1.888 -1.567  0.105
C: -0.640 2.900 -2.414  -0.467
C: 1.246 1.516 -1.561  0.500
O: 2.028 2.111 -2.275  -0.694
C: 1.677 0.411 -0.668  0.487
C: 3.006 0.005 -0.679  -1.033
C: 3.435 -1.016 0.158  -0.252
C: 2.527 -1.629 1.014  -0.473
C: 1.198 -1.241 1.024  -0.923
C: 0.761 -0.224 0.184  0.400
C: -0.670 0.156 0.195  0.659
O: -1.475 -0.374 0.938  -0.716
H: -2.319 4.025 -3.118  0.403
H: -3.947 2.823 -1.696  0.482
H: -3.164 1.038 -0.167  0.470
H: 0.080 3.412 -3.037  0.468
H: 3.703 0.486 -1.349  0.458
H: 4.468 -1.354 0.143  0.716
H: 2.862 -2.428 1.658  0.211
H: 0.488 -1.726 1.679  0.468
C: -8.934 7.591 -3.909  -0.483
C: -9.715 8.411 -3.102  -0.450
C: -9.689 8.261 -1.727  -0.571
C: -8.888 7.284 -1.151  0.181
C: -8.118 6.449 -1.962  0.159
C: -8.137 6.612 -3.342  -0.497
C: -7.277 5.366 -1.373  0.447
O: -6.602 4.649 -2.081  -0.666
C: -7.299 5.192 0.107  0.247
C: -6.567 4.159 0.678  -0.509
C: -6.565 3.991 2.052  -0.612
C: -7.289 4.859 2.863  -0.422
C: -8.025 5.886 2.300  -0.661
C: -8.039 6.054 0.921  0.371
C: -8.861 7.149 0.334  0.578
O: -9.492 7.908 1.040  -0.667
H: -8.950 7.715 -4.984  0.398
H: -10.344 9.170 -3.549  0.395
H: -10.289 8.898 -1.091  0.468
H: -7.529 5.967 -3.960  0.489
H: -6.001 3.487 0.049  0.510
H: -5.996 3.184 2.494  0.428
H: -7.280 4.729 3.937  0.397
H: -8.594 6.563 2.922  0.470

## Properties
Spin multiplicity   1
Calculated total energy   -195293.0439 eV
Total charge   -1



Which formula does entry 1 have?
C38H32GaN5OS3Si